[1]
{
  "formula": "C16H28IN2NaOP",
  "method": "ωB97M-V with the def2-TZVPD basis set",
  "elements": ["C", "C", "C", "C", "C", "C", "C", "C", "C", "C", "C", "N", "P", "O", "C", "C", "N", "C", "I", "C", "C", "H", "H", "H", "H", "H", "H", "H", "H", "H", "H", "H", "H", "H", "H", "H", "H", "H", "H", "H", "H", "H", "H", "H", "H", "H", "H", "H", "H", "Na"],
  "xyz": [[4.85, 1.53, 1.47], [3.66, 0.98, 0.47], [3.75, 1.83, -0.93], [2.79, 1.26, -2.14], [2.83, -0.40, -2.28], [1.42, -0.94, -1.58], [1.51, -2.51, -1.12], [0.11, -3.18, -0.61], [-1.20, -2.20, -0.66], [-1.39, -1.19, 0.62], [-0.04, -1.24, 1.61], [1.06, -1.51, 2.26], [-2.81, -1.88, 1.69], [-3.01, -1.03, 3.04], [-1.52, 0.36, 0.15], [-0.70, 1.27, 1.29], [-0.43, 1.97, 2.38], [-3.01, 0.92, -0.20], [-4.23, -0.34, -1.50], [-3.93, 1.37, 1.09], [-4.99, 2.51, 0.49], [4.56, 2.52, 2.05], [5.88, 1.64, 0.90], [5.02, 0.71, 2.31], [3.81, -0.17, 0.33], [2.63, 1.22, 1.01], [4.90, 1.84, -1.26], [3.45, 2.94, -0.68], [3.21, 1.70, -3.16], [1.69, 1.66, -1.92], [3.78, -0.89, -1.79], [2.74, -0.61, -3.45], [1.20, -0.22, -0.68], [0.60, -0.80, -2.43], [2.32, -2.68, -0.25], [1.94, -3.13, -2.05], [0.26, -3.74, 0.44], [-0.12, -4.07, -1.37], [-1.29, -1.61, -1.69], [-2.15, -2.92, -0.65], [-2.37, -3.20, 2.16], [-4.05, -2.11, 0.99], [-0.86, 0.48, -0.84], [-2.84, 1.93, -0.81], [-3.34, 1.92, 1.94], [-4.60, 0.48, 1.46], [-6.10, 2.30, 0.80], [-4.65, 3.56, 0.93], [-4.93, 2.61, -0.67], [-5.40, 1.06, 2.83]],
  "nbo_charge": [-0.63, -0.43, -0.42, -0.41, -0.42, -0.43, -0.43, -0.43, -0.44, -0.41, 0.24, -0.24, 1.37, -1.10, -0.33, 0.23, -0.25, -0.35, 0.19, -0.48, -0.68, 0.22, 0.21, 0.22, 0.21, 0.21, 0.21, 0.21, 0.22, 0.19, 0.23, 0.22, 0.20, 0.20, 0.24, 0.23, 0.24, 0.23, 0.26, 0.22, 0.02, -0.01, 0.30, 0.27, 0.27, 0.14, 0.20, 0.25, 0.26, 0.98],
  "total_charge": 1
}

---

[2]
{
  "formula": "C16H28InN2O7",
  "method": "ωB97M-V with the def2-TZVPD basis set",
  "elements": ["In", "C", "C", "C", "O", "C", "C", "C", "O", "O", "O", "H", "H", "C", "C", "C", "O", "C", "N", "H", "H", "H", "H", "H", "H", "H", "H", "H", "H", "H", "C", "O", "C", "C", "N", "C", "C", "O", "C", "H", "H", "H", "H", "H", "H", "H", "H", "H", "H", "H", "H", "H", "H", "H"],
  "xyz": [[2.93, 20.57, 11.51], [1.88, 22.77, 8.25], [2.44, 22.14, 9.44], [3.96, 21.67, 9.42], [4.43, 21.04, 10.38], [4.73, 21.72, 8.20], [4.12, 22.32, 7.12], [2.67, 22.80, 7.18], [2.08, 23.30, 6.15], [4.75, 22.12, 6.00], [1.82, 21.87, 10.50], [0.90, 23.20, 8.34], [5.63, 21.12, 8.13], [1.87, 19.04, 7.58], [1.91, 19.65, 8.99], [0.67, 19.33, 9.92], [0.87, 19.90, 11.24], [0.19, 19.17, 12.24], [3.25, 19.41, 9.52], [1.10, 19.47, 6.95], [1.70, 17.99, 7.82], [2.78, 19.13, 6.98], [1.90, 20.73, 8.86], [0.58, 18.25, 10.00], [-0.23, 19.72, 9.45], [0.29, 19.74, 13.16], [0.62, 18.18, 12.37], [-0.88, 19.09, 12.06], [3.98, 19.39, 8.82], [3.11, 18.42, 9.59], [2.10, 24.27, 11.48], [2.85, 23.14, 11.97], [4.01, 23.45, 12.68], [4.56, 22.32, 13.49], [5.06, 21.21, 12.77], [5.29, 19.94, 13.54], [5.67, 18.80, 12.58], [4.75, 18.62, 11.47], [5.37, 18.13, 10.29], [2.78, 24.97, 11.00], [1.48, 24.87, 12.15], [1.37, 24.02, 10.71], [3.76, 24.22, 13.41], [4.69, 23.89, 11.94], [3.81, 21.92, 14.17], [5.25, 22.58, 14.30], [5.92, 21.52, 12.35], [4.32, 19.71, 13.97], [5.99, 20.01, 14.37], [5.74, 17.95, 13.26], [6.67, 18.94, 12.16], [5.87, 17.16, 10.27], [6.15, 18.84, 10.02], [4.59, 18.13, 9.53]],
  "lowdin_charge": [1.15, 0.03, -0.33, -0.30, -0.14, 0.04, -0.29, -0.33, 0.05, 0.03, -0.14, 0.14, 0.13, 0.01, -0.37, -0.05, -0.26, -0.04, -0.02, 0.10, 0.09, 0.10, 0.07, 0.14, 0.16, 0.11, 0.11, 0.12, 0.10, 0.10, -0.03, -0.24, -0.18, -0.21, -0.07, -0.14, -0.15, -0.22, -0.06, 0.11, 0.10, 0.09, 0.14, 0.15, 0.13, 0.14, 0.15, 0.12, 0.14, 0.13, 0.13, 0.11, 0.11, 0.07],
  "total_charge": 1,
  "de_lowest_ev": 5.282
}

---

[3]
{
  "formula": "C16H28N3O7",
  "method": "ωB97M-V with the def2-TZVPD basis set",
  "elements": ["O", "O", "O", "O", "O", "O", "O", "C", "C", "C", "N", "N", "N", "C", "C", "C", "C", "C", "C", "C", "C", "C", "C", "C", "C", "C", "H", "H", "H", "H", "H", "H", "H", "H", "H", "H", "H", "H", "H", "H", "H", "H", "H", "H", "H", "H", "H", "H", "H", "H", "H", "H", "H", "H"],
  "xyz": [[5.21, 2.99, -2.24], [0.18, -0.33, -1.88], [1.40, 4.90, 1.66], [-0.77, 0.64, -0.13], [-2.63, -0.67, 1.33], [-3.33, -6.38, 1.48], [-4.21, -2.53, 2.10], [4.09, 3.41, -2.01], [0.03, 0.63, -1.10], [2.40, 4.64, 1.01], [3.55, 5.15, 1.47], [-1.66, -3.43, 0.31], [3.55, 3.24, -0.81], [3.33, 4.17, -3.08], [4.90, 5.13, 0.92], [0.89, 1.88, -1.36], [-2.45, -2.95, -0.85], [-0.91, -2.38, 1.00], [-3.27, -4.07, -1.49], [-3.23, -5.38, -0.69], [-1.93, -1.76, 1.96], [-3.44, -5.12, 0.81], [-2.86, -2.95, 2.31], [-2.42, -4.11, 1.38], [1.29, 2.60, -0.07], [2.27, 3.77, -0.28], [-1.98, -0.13, 0.78], [-3.46, -6.25, 2.44], [-4.13, -1.70, 1.58], [3.42, 5.66, 2.34], [4.08, 2.65, -0.19], [3.91, 4.14, -4.00], [3.19, 5.20, -2.77], [2.37, 3.69, -3.25], [5.32, 4.13, 0.98], [5.54, 5.81, 1.50], [4.89, 5.46, -0.12], [1.79, 1.57, -1.90], [0.34, 2.57, -2.00], [-3.13, -2.15, -0.55], [-1.76, -2.53, -1.60], [-0.08, -2.83, 1.57], [-0.47, -1.67, 0.31], [-2.90, -4.26, -2.50], [-4.31, -3.73, -1.58], [-2.25, -5.86, -0.83], [-4.00, -6.07, -1.06], [-1.41, -1.39, 2.86], [-4.46, -4.73, 0.94], [-2.72, -3.25, 3.35], [-1.69, -4.69, 1.94], [1.74, 1.88, 0.62], [0.37, 2.98, 0.39], [1.82, 4.43, -1.01]],
  "nbo_charge": [-0.65, -0.75, -0.63, -0.82, -0.80, -0.73, -0.75, 0.68, 0.78, 0.66, -0.62, -0.44, -0.61, -0.72, -0.41, -0.51, -0.23, -0.26, -0.40, -0.40, 0.06, 0.09, 0.07, -0.10, -0.39, -0.13, 0.55, 0.46, 0.50, 0.40, 0.40, 0.24, 0.22, 0.24, 0.19, 0.20, 0.20, 0.21, 0.20, 0.18, 0.23, 0.18, 0.27, 0.20, 0.19, 0.21, 0.20, 0.16, 0.18, 0.15, 0.19, 0.20, 0.25, 0.23],
  "total_charge": -1,
  "de_lowest_ev": 0.597
}

---

[4]
{
  "formula": "C16H28NO2Si",
  "method": "ωB97M-V with the def2-TZVPD basis set",
  "elements": ["C", "C", "C", "C", "O", "Si", "C", "C", "C", "O", "C", "H", "H", "H", "H", "H", "H", "H", "H", "H", "H", "H", "H", "H", "H", "H", "H", "H", "H", "C", "N", "C", "C", "C", "C", "C", "C", "C", "H", "H", "H", "H", "H", "H", "H", "H", "H", "H"],
  "xyz": [[2.52, -1.23, 0.08], [1.24, -1.50, -0.54], [0.81, -1.14, -1.89], [0.35, -2.30, 0.15], [-0.80, -2.57, -0.42], [-2.28, -2.90, 0.41], [-3.33, -3.34, -1.05], [-2.04, -4.36, 1.51], [-2.64, -1.30, 1.29], [0.62, -2.89, 1.32], [1.35, -4.17, 1.19], [3.12, -0.56, -0.55], [2.39, -0.72, 1.04], [3.10, -2.14, 0.29], [1.57, -0.53, -2.40], [0.61, -2.03, -2.50], [-0.12, -0.54, -1.86], [-4.36, -3.54, -0.74], [-3.34, -2.54, -1.81], [-2.94, -4.24, -1.54], [-3.01, -4.62, 1.94], [-1.68, -5.23, 0.95], [-1.34, -4.17, 2.34], [-3.54, -1.41, 1.90], [-1.81, -1.02, 1.95], [-2.80, -0.48, 0.58], [1.44, -4.57, 2.20], [0.79, -4.87, 0.55], [2.33, -3.96, 0.74], [0.31, 3.18, 2.00], [0.92, 2.86, 0.69], [0.84, 3.84, -0.36], [-0.13, 3.68, -1.36], [-0.31, 4.68, -2.32], [0.50, 5.82, -2.31], [1.46, 5.98, -1.31], [1.61, 5.01, -0.32], [1.48, 1.68, 0.54], [-0.28, 4.09, 1.89], [-0.33, 2.35, 2.31], [1.09, 3.32, 2.75], [-0.73, 2.77, -1.36], [-1.09, 4.55, -3.08], [0.38, 6.58, -3.09], [2.10, 6.86, -1.30], [2.35, 5.12, 0.47], [2.05, 1.47, -0.37], [1.51, 1.02, 1.41]],
  "nbo_charge": [-0.62, -0.21, -0.63, 0.63, -0.83, 1.88, -1.14, -1.16, -1.15, -0.56, -0.25, 0.20, 0.19, 0.22, 0.20, 0.23, 0.21, 0.24, 0.25, 0.26, 0.25, 0.25, 0.25, 0.25, 0.24, 0.24, 0.21, 0.19, 0.19, -0.43, -0.25, 0.07, -0.21, -0.18, -0.17, -0.18, -0.21, 0.13, 0.25, 0.24, 0.24, 0.23, 0.24, 0.24, 0.24, 0.23, 0.25, 0.23],
  "total_charge": 1
}

---

Computed values of F_max (unit: hartree/bohr) for the preceding records, in sequence: 0.2408, 0.1625, 0.0397, 0.0731.
Computed values of LUMO level (unit: eV) for the preceding records, in sequence: -4.22, -5.76, 2.40, -4.55.
Computed values of E_tot (unit: eV) for the preceding records, in sequence: -43863.202, -39515.890, -35851.763, -30502.622.